[1]
{
  "formula": "C24H25CoN3O3",
  "method": "wB97M-V/def2-TZVPD",
  "symbols": ["Co", "O", "O", "O", "N", "N", "N", "C", "C", "C", "C", "C", "C", "C", "C", "C", "C", "C", "C", "C", "C", "C", "C", "C", "C", "C", "C", "C", "C", "C", "C", "H", "H", "H", "H", "H", "H", "H", "H", "H", "H", "H", "H", "H", "H", "H", "H", "H", "H", "H", "H", "H", "H", "H", "H", "H"],
  "xyz": [[1.575, -1.246, -0.098], [0.256, 0.388, -0.081], [-0.018, -2.226, -0.687], [-2.041, -2.988, -0.031], [2.992, -2.419, -0.874], [2.700, -1.406, 1.519], [-1.716, -0.798, 0.053], [5.962, -3.908, 0.875], [2.457, -0.836, 2.727], [-4.978, 3.932, -2.576], [-3.141, -0.930, 0.476], [5.076, -3.639, -0.225], [-3.835, 3.470, -1.710], [3.095, -3.032, -2.091], [-3.784, 5.781, -0.724], [-3.368, 4.371, -0.824], [3.312, -1.081, 3.803], [-1.180, -2.021, -0.259], [-3.111, 2.240, -1.954], [4.423, -1.878, 3.664], [-1.294, 2.844, -0.043], [4.149, -3.916, -2.431], [3.822, -2.167, 1.329], [5.784, -3.340, 2.120], [-1.851, 1.605, -0.178], [4.713, -2.436, 2.409], [5.128, -4.217, -1.497], [-1.016, 0.412, -0.093], [-2.430, 3.912, 0.300], [3.990, -2.740, 0.024], [-3.277, -2.412, 0.513], [4.163, -4.365, -3.434], [-3.288, -0.470, 1.458], [-3.249, 6.255, 0.116], [-2.910, 1.404, 0.005], [-4.721, 4.762, -3.257], [-0.292, 2.986, 0.410], [-1.586, 3.797, -0.745], [2.302, -2.797, -2.807], [6.766, -4.619, 0.661], [-3.813, -0.455, -0.246], [-2.037, 4.720, 0.963], [-2.956, 3.140, 0.787], [5.926, -4.907, -1.706], [-2.092, 2.437, -2.527], [1.568, -0.185, 2.777], [3.044, -0.626, 4.742], [-4.855, 5.877, -0.524], [-3.376, -2.801, 1.520], [5.048, -2.093, 4.511], [-4.086, -2.767, -0.112], [6.471, -3.623, 2.916], [-5.373, 3.138, -3.206], [-3.717, 1.294, -2.133], [-5.811, 4.276, -1.956], [-3.518, 6.305, -1.653]],
  "total_charge": 2,
  "e_homo_ha": [-0.4670, -0.4661],
  "de_lowest_kj_mol": 395.9,
  "e_lumo_ev": [-6.55, -6.66],
  "spin_multiplicity": 4,
  "e_tot_ha": -2701.62511
}



[2]
{
  "formula": "C14H19NO3S",
  "method": "wB97M-V/def2-TZVPD",
  "symbols": ["S", "O", "O", "O", "N", "C", "C", "C", "C", "C", "C", "C", "C", "C", "C", "C", "C", "C", "C", "H", "H", "H", "H", "H", "H", "H", "H", "H", "H", "H", "H", "H", "H", "H", "H", "H", "H", "H"],
  "xyz": [[0.222, -0.112, -4.700], [-1.732, -0.267, 0.746], [-2.004, -2.318, -0.796], [-0.669, -3.114, -2.367], [0.267, -0.487, -0.290], [1.370, 1.239, 1.763], [0.228, 0.910, 4.265], [-0.380, 0.361, 3.155], [0.192, 0.507, 1.893], [-0.203, -0.894, -1.608], [1.468, 3.672, 5.560], [-0.981, -2.232, -1.609], [-1.070, 0.201, -2.253], [2.044, 2.270, 5.344], [1.412, 1.629, 4.144], [1.966, 1.794, 2.879], [-0.512, -0.100, 0.739], [-1.332, -0.076, -3.727], [0.230, -1.841, -5.254], [-1.955, 0.714, -4.148], [-0.220, 0.781, 5.240], [2.876, 2.365, 2.768], [1.811, 1.411, 0.791], [1.262, -0.362, -0.195], [1.189, -2.007, -5.732], [1.922, 4.137, 6.431], [1.659, 4.298, 4.692], [-2.025, 0.284, -1.728], [1.854, 1.663, 6.231], [3.124, 2.342, 5.202], [0.685, -1.043, -2.231], [-1.302, -0.193, 3.244], [-0.572, -1.989, -5.972], [-0.546, 1.155, -2.156], [0.112, -2.501, -4.399], [0.393, 3.620, 5.714], [-1.821, -1.037, -3.872], [-2.087, -1.511, -0.197]],
  "total_charge": 0,
  "e_homo_ha": -0.3134,
  "de_lowest_kj_mol": 0.0,
  "e_lumo_ev": 0.31,
  "spin_multiplicity": 1,
  "e_tot_ha": -1223.59265,
  "smiles": "CCc1ccc(C(=O)N[C@H](CCSC)C(=O)O)cc1"
}



[3]
{
  "formula": "C5H6N2S",
  "method": "wB97M-V/def2-TZVPD",
  "symbols": ["S", "N", "N", "C", "C", "C", "C", "C", "H", "H", "H", "H", "H", "H"],
  "xyz": [[-3.395, -0.767, -0.096], [-1.337, 1.091, -0.204], [-0.791, -0.954, 0.123], [0.386, -0.238, 0.574], [-1.872, -0.182, -0.025], [2.775, -0.961, -0.351], [1.663, -0.738, 0.050], [0.077, 1.053, 0.020], [3.786, -0.955, -1.022], [-0.970, -2.074, 0.004], [-2.100, 1.802, -0.479], [0.578, 1.858, 0.665], [0.507, -0.040, 1.707], [0.694, 1.106, -0.963]],
  "total_charge": 0,
  "e_homo_ha": -0.3092,
  "de_lowest_kj_mol": 359.2,
  "e_lumo_ev": 0.67,
  "spin_multiplicity": 1,
  "e_tot_ha": -701.70216,
  "smiles": "C#C[C@H]1CNC(=S)N1"
}